Entry 1:
{"formula": "C6H12N2", "method": "wB97M-V/def2-TZVPD", "species": ["N", "N", "C", "C", "C", "C", "C", "C", "H", "H", "H", "H", "H", "H", "H", "H", "H", "H", "H", "H"], "positions_angstrom": [[-0.49242, -0.06075, 0.28433], [2.11502, -0.35979, -0.04785], [-2.81882, -0.57784, -0.52444], [1.68074, 0.95160, -0.52942], [0.05826, -1.15696, 0.39666], [3.18545, -0.97070, 0.14030], [0.25450, 1.17193, 0.03774], [-1.93117, 0.17413, 0.50524], [0.08512, -2.19374, 0.85041], [-0.16766, 1.74543, -0.72821], [2.30197, 1.70156, 0.04920], [-3.06521, -1.60576, -0.23842], [-2.26728, -0.47914, -1.38528], [3.17515, -1.92133, 0.77072], [-3.65323, 0.05412, -0.82501], [-2.30985, -0.09707, 1.48980], [-2.25349, 1.26650, 0.36604], [1.55164, 0.97383, -1.66400], [4.21329, -0.52919, 0.15139], [0.33797, 1.91315, 0.90078]], "relative_energy_ev": 5.0760, "total_charge": 2, "homo_energy_ha": [-0.7422, -0.7422], "homo_lumo_gap_ev": [9.200, 9.201], "lumo_energy_ev": [-11.0, -11.0]}

=====

Entry 2:
{"formula": "C10H38B3N2O3Ti", "method": "wB97M-V/def2-TZVPD", "species": ["Ti", "O", "O", "O", "N", "N", "C", "C", "C", "C", "C", "C", "C", "C", "C", "C", "B", "B", "B", "H", "H", "H", "H", "H", "H", "H", "H", "H", "H", "H", "H", "H", "H", "H", "H", "H", "H", "H", "H", "H", "H", "H", "H", "H", "H", "H", "H", "H", "H", "H", "H", "H", "H", "H", "H", "H", "H"], "positions_angstrom": [[-0.04637, 1.42546, 0.72617], [0.12184, -0.27922, 3.16875], [3.35551, -1.53303, -2.25127], [-2.93654, -2.54983, -2.05046], [-1.22874, -0.26935, -1.22600], [1.78246, -0.28503, 0.89260], [-2.55935, -0.06370, 0.77355], [-2.41814, -3.70518, -1.46917], [1.02280, -1.34191, 2.97085], [1.19814, -1.51938, 1.46918], [-2.24165, -0.95500, -0.43154], [3.32769, -1.27761, -0.82542], [-3.44685, -1.47665, -1.22089], [4.73379, -1.50448, -2.68754], [0.20877, 0.37217, 4.41614], [2.04729, -0.43819, -0.52125], [-1.46718, 3.39606, 1.44325], [1.53835, 3.12783, -0.87925], [-1.92481, 2.58501, -2.31944], [-0.38646, 1.28503, 4.39402], [-3.00265, 0.89044, 0.48858], [-2.92077, -3.83552, -0.51079], [-1.51661, 2.64701, -1.32256], [-2.55501, 3.44256, -2.49745], [1.95675, -1.10851, 3.48208], [-1.75132, -0.03310, 1.50447], [2.62724, 0.02817, 1.34906], [5.32250, -0.60692, -2.49806], [-1.47251, 0.63041, -1.61473], [-1.19659, -0.81217, -2.07712], [-2.55886, 1.71276, -2.35698], [0.49014, -2.21912, 3.33810], [3.42459, -2.10107, -0.11787], [-3.95402, -0.66161, -1.73723], [1.46949, 2.84320, 0.15925], [-2.77621, -4.52505, -2.09182], [-4.12777, -2.03267, -0.57646], [-3.28568, -0.64843, 1.33803], [-0.67842, 3.27695, 2.16983], [0.80490, 2.63811, -1.50092], [1.48591, 4.20121, -0.97591], [-1.33386, -3.75708, -1.56786], [-2.31729, 3.81252, 1.96104], [4.08256, -0.55770, -0.50917], [1.20618, -0.89275, -1.04470], [2.17445, 0.57748, -0.89585], [-1.67621, 2.42537, 1.02097], [-1.06909, 4.03638, 0.67140], [-1.68816, -1.77863, 0.01943], [1.25405, 0.63514, 4.57840], [0.17673, -1.72668, 1.15002], [1.69344, -2.46571, 1.25182], [5.27682, -2.29174, -2.16462], [-0.16748, -0.24423, 5.23259], [-1.22338, 2.35850, -3.10743], [2.55004, 2.90382, -1.18015], [4.59560, -1.75431, -3.73949]], "total_charge": -1, "homo_energy_ha": [-0.0345, -0.2108], "spin_multiplicity": 5, "s2": 6.006, "homo_lumo_gap_ev": [3.365, 4.828], "lumo_energy_ev": [2.4, -0.9]}

=====

Entry 3:
{"formula": "C2H5N3O3", "method": "wB97M-V/def2-TZVPD", "species": ["O", "O", "O", "N", "N", "N", "C", "C", "H", "H", "H", "H", "H"], "positions_angstrom": [[-0.28089, 2.09864, -0.20721], [2.90071, -0.12972, 0.07917], [0.74430, -1.25942, -0.43457], [-1.71847, 0.31494, -0.08677], [0.68677, 0.10688, -0.11318], [-1.96549, -0.99421, 0.24416], [1.92586, 0.58344, 0.19788], [-0.46948, 0.89954, -0.12429], [-1.54888, -1.53614, -0.51017], [1.92159, 1.60877, 0.50589], [1.70200, -1.37556, -0.47710], [-2.49643, 1.01083, -0.15601], [-1.40161, -1.32801, 1.08220]], "relative_energy_ev": 1.8670, "total_charge": 0, "homo_energy_ha": -0.3731, "homo_lumo_gap_ev": 10.809, "smiles": "NNC(=O)N(O)C=O", "lumo_energy_ev": 0.7}

=====

Entry 4:
{"formula": "C38H38F5MnN4OS2Sb", "method": "wB97M-V/def2-TZVPD", "species": ["Sb", "Mn", "S", "S", "F", "F", "F", "F", "F", "O", "N", "N", "N", "N", "C", "C", "C", "C", "C", "C", "C", "C", "C", "C", "C", "C", "C", "C", "C", "C", "C", "C", "C", "C", "C", "C", "C", "C", "C", "C", "C", "C", "C", "C", "C", "C", "C", "C", "C", "C", "C", "C", "H", "H", "H", "H", "H", "H", "H", "H", "H", "H", "H", "H", "H", "H", "H", "H", "H", "H", "H", "H", "H", "H", "H", "H", "H", "H", "H", "H", "H", "H", "H", "H", "H", "H", "H", "H", "H", "H"], "positions_angstrom": [[-4.57481, -1.25761, -1.38762], [0.51274, 0.04600, -0.11204], [0.08449, -1.99632, -2.44349], [1.87205, 0.36100, -1.95502], [1.44755, -3.82405, 1.73334], [2.79495, -2.71629, 3.01313], [1.99086, -1.41009, 0.71118], [0.72336, -3.01134, 3.60286], [-0.11417, -1.75987, 1.31815], [-0.54175, -1.18823, -1.26794], [-0.69020, 0.87008, 1.34599], [4.34706, 1.26008, -1.65109], [2.99903, 1.67103, 0.13737], [1.71892, 1.48485, 0.59094], [-4.68169, -2.04588, 2.16402], [-2.59595, -5.55054, 0.03079], [-1.87826, 0.42624, 1.72045], [-0.68557, 2.42694, 3.14601], [-5.82731, -1.25942, 1.58991], [-3.60670, -3.06788, -0.76625], [-2.48745, -3.16478, 0.05127], [-3.89758, 1.47270, -0.14747], [1.09612, -3.22910, -1.65377], [-3.69975, -5.46968, -0.80026], [-2.16690, 2.42359, -2.04757], [1.15398, -1.42938, 1.93299], [-4.22650, -4.24471, -1.21594], [-3.48373, 0.60551, -1.16126], [-8.06806, 0.15866, 0.67018], [-2.54563, 0.95029, 2.82357], [-7.06710, -0.23564, -0.20364], [3.69497, 4.88189, 2.59302], [-1.95357, 1.97935, 3.52028], [-6.84404, -0.86213, 2.45571], [2.18916, 3.01880, 2.43105], [1.53550, -2.75827, 2.57023], [-7.94918, -0.15339, 2.01363], [2.33817, 2.78107, 3.79682], [3.85518, 4.63422, 3.94967], [-3.43988, 2.77792, -0.05964], [-1.97449, -4.38531, 0.45695], [3.15466, 1.16245, -1.04482], [-0.05889, 1.81613, 2.08184], [-5.93619, -0.92943, 0.23328], [-2.64041, 1.11526, -2.16100], [-2.54780, 3.25251, -1.00592], [-2.25815, 0.36496, -3.40780], [2.87499, 4.07064, 1.82967], [3.17591, 3.58658, 4.55192], [-5.42596, -4.26732, -2.12877], [-1.22302, -3.05680, -3.02614], [1.32708, 2.11552, 1.64839], [2.75073, 4.26314, 0.77331], [-1.11182, -4.42148, 1.11019], [-2.31688, 1.02535, -4.27285], [-1.51088, 2.80637, -2.82100], [-2.92624, -0.47682, -3.59590], [-5.24804, -3.70970, -3.04991], [-1.98788, -2.26765, 0.37365], [-5.67093, -5.29311, -2.39588], [-2.22540, -6.51686, 0.34435], [1.99591, -2.74716, -1.27973], [-0.87484, -3.44394, -3.98351], [-4.78725, -3.11264, 1.95255], [-6.76336, -1.11996, 3.50485], [-4.64044, -1.92629, 3.24680], [1.34828, -3.97450, -2.40658], [4.21464, 5.70735, 2.12754], [-1.23206, 0.00157, -3.36070], [1.84000, 1.93916, 4.25893], [-3.71918, -1.74737, 1.75297], [5.10247, 1.72118, -1.17311], [-0.19518, 3.22579, 3.67976], [-6.30806, -3.82931, -1.65592], [4.51703, 5.25549, 4.53624], [-2.45663, 2.43461, 4.36187], [-8.71336, 0.14952, 2.71636], [-3.78357, 3.41859, 0.74171], [3.29756, 3.39267, 5.60789], [-2.18424, 4.27036, -0.96067], [-3.51250, 0.55196, 3.09630], [-2.11141, -2.45303, -3.17923], [4.49559, 0.88892, -2.57087], [-2.30241, -0.37010, 1.12720], [-1.42324, -3.85752, -2.31901], [-4.18011, -6.38054, -1.13512], [-7.16877, 0.00928, -1.25527], [-8.92705, 0.70239, 0.30296], [0.52348, -3.66690, -0.83710], [-4.60400, 1.12322, 0.59502]], "relative_energy_ev": 0.6138, "total_charge": 1, "homo_energy_ha": [-0.3761, -0.3761], "spin_multiplicity": 5, "s2": 6.138, "homo_lumo_gap_ev": [5.367, 6.319], "lumo_energy_ev": [-4.9, -3.9]}

=====

Entry 5:
{"formula": "C19H27ClN6O2", "method": "wB97M-V/def2-TZVPD", "species": ["Cl", "O", "O", "N", "N", "N", "N", "N", "N", "C", "C", "C", "C", "C", "C", "C", "C", "C", "C", "C", "C", "C", "C", "C", "C", "C", "C", "C", "H", "H", "H", "H", "H", "H", "H", "H", "H", "H", "H", "H", "H", "H", "H", "H", "H", "H", "H", "H", "H", "H", "H", "H", "H", "H", "H"], "positions_angstrom": [[0.75952, 5.33900, -4.34635], [-1.01329, 2.37678, 1.55242], [1.62289, 3.37770, -2.29747], [-0.42483, 1.08102, -0.20492], [-0.31087, 2.56319, -6.91324], [1.17358, 1.16770, -2.47539], [0.31295, 1.42433, -4.95137], [-2.90184, 2.19616, -2.20788], [-2.95909, 1.24973, -1.25557], [1.46076, 0.52632, 1.30299], [-1.32157, 1.75652, 0.55056], [-3.07403, 0.01259, -1.78027], [-3.06801, 2.30913, -4.64786], [-2.79751, 1.61161, 0.14719], [-3.01177, 1.55158, -3.36197], [-0.45335, 0.13336, -6.84990], [-3.10790, 0.15943, -3.14818], [2.81724, 0.44534, 3.39922], [1.78836, 0.82852, -1.20635], [1.00102, 1.27011, 0.03814], [3.80289, 1.54978, 1.37394], [-0.02486, 3.70815, -6.31121], [-0.13807, 1.44664, -6.20102], [0.44615, 3.78218, -5.00301], [0.61747, 2.57356, -4.33880], [-3.58628, 2.86177, 0.50039], [1.18418, 2.43888, -2.93210], [2.51613, 1.25266, 2.14000], [1.90927, 0.25817, 3.97506], [0.58517, 0.38243, 1.93726], [-0.16947, 4.61996, -6.88053], [2.07455, 2.20811, 2.44425], [0.80263, 0.46227, -3.09054], [-3.22910, 3.71350, -0.07493], [-3.22177, -0.61399, -3.88902], [3.52196, 0.97263, 4.04453], [1.16412, 2.34111, 0.19208], [1.93045, -0.25380, -1.19386], [-1.08464, 0.28474, -7.72222], [4.55855, 1.96663, 2.04206], [3.25887, -0.52201, 3.14398], [-3.00392, 1.63706, -5.50272], [-0.71746, 0.75918, -1.11206], [4.21725, 0.63828, 0.93275], [1.82158, -0.47554, 1.03646], [-4.64266, 2.70945, 0.27947], [-3.18001, 0.76578, 0.72564], [-3.46134, 3.07734, 1.55838], [-4.00285, 2.86518, -4.72776], [2.77439, 1.29048, -1.16146], [-3.13299, -0.85689, -1.14480], [0.47014, -0.35310, -7.16941], [3.64460, 2.27647, 0.57579], [-2.25352, 3.03159, -4.70772], [-0.94774, -0.52804, -6.13934]], "relative_energy_ev": 0.3846, "total_charge": 0, "homo_energy_ha": -0.3363, "homo_lumo_gap_ev": 8.933, "smiles": "Cc1ccn([C@H](C)C(=O)N[C@H](CNC(=O)c2nc(C)ncc2Cl)CC(C)C)n1", "lumo_energy_ev": -0.2}

=====

Entry 6:
{"formula": "C2H3I2NO2", "method": "wB97M-V/def2-TZVPD", "species": ["I", "I", "O", "O", "N", "C", "C", "H", "H", "H"], "positions_angstrom": [[2.83205, -1.89638, -0.19201], [2.85812, 1.79047, -0.39952], [1.80743, -1.03429, 2.42678], [1.55325, 1.05637, 2.36658], [1.88980, 0.00578, 1.84688], [0.08519, 0.16306, 0.05500], [1.96979, 0.01473, 0.44419], [-0.04571, 0.01750, -1.06899], [-0.06640, 1.14945, 0.46375], [-0.48774, -0.55709, 0.77941]], "relative_energy_ev": 4.1301, "total_charge": 0, "homo_energy_ha": -0.3532, "homo_lumo_gap_ev": 8.728, "lumo_energy_ev": -0.9}

=====

| no. | E_tot (eV) |
| --- | --- |
| 1 | -9373.3156 |
| 2 | -45239.1200 |
| 3 | -12765.7342 |
| 4 | -121139.4075 |
| 5 | -45700.8981 |
| 6 | -23903.9505 |